(1)
Here is a structure of composition C5H15N3 in a non-equilibrium geometry from the Open Molecules 2025 dataset. Energies are from wB97M-V/def2-TZVPD.

Computed properties:
- Relative energy (zero: lowest compared OMol25 entry of this formula, charge and spin): 959.0 kJ/mol
- DFT total energy: -9889.212 eV
- Highest occupied orbital energy: -7.020 eV
- Total charge: 0
- LUMO energy: -3.42 eV

XYZ file:
```
23
Properties=species:S:1:pos:R:3:lowdin_charge:R:1
C 1.650 -1.323 0.559 -0.407
C 2.207 -0.031 0.266 -0.266
C 1.280 0.859 -0.577 -0.249
C -0.093 1.139 -0.137 -0.274
N -1.028 0.122 -0.660 -0.005
C -2.062 -0.140 0.443 -0.324
N -2.345 1.164 0.984 0.070
N 1.028 -1.940 -0.581 0.040
H 0.886 -1.169 1.398 0.135
H 2.434 -1.905 0.957 0.096
H 3.021 -0.220 -0.468 0.118
H 2.588 0.599 1.152 0.141
H 1.939 1.821 -0.666 0.137
H 1.360 0.395 -1.603 0.119
H -0.041 1.181 0.912 0.095
H -0.430 2.136 -0.562 0.136
H -2.892 1.112 -2.258 0.033
H -2.837 -0.571 -0.090 0.092
H -1.674 -0.947 1.069 0.139
H -3.254 1.075 1.445 0.027
H -2.810 1.842 -1.919 0.030
H 0.853 -2.929 -0.290 0.046
H -0.625 -0.866 -0.614 0.072
```



(2)
Here is a structure of composition C31H54AsCdNO4STe from the Open Molecules 2025 dataset. Energies are from wB97M-V/def2-TZVPD.

Computed properties:
- Relative energy (zero: lowest compared OMol25 entry of this formula, charge and spin): 93.6 kJ/mol
- DFT total energy: -126236.814 eV
- Highest occupied orbital energy: -7.387 eV
- Total charge: 0
- LUMO energy: 0.31 eV

XYZ file:
```
94
Properties=species:S:1:pos:R:3:lowdin_charge:R:1
Cd -0.346 0.230 0.048 1.240
C 0.073 3.650 1.829 -0.040
C 1.060 2.529 1.585 -0.231
C 1.853 2.519 0.423 -0.233
C 1.719 3.606 -0.616 -0.075
C 2.814 1.516 0.241 -0.198
C 3.719 1.547 -0.971 -0.037
C 2.972 0.514 1.206 -0.186
C 3.911 -0.646 0.975 -0.047
C 2.240 0.568 2.394 -0.208
C 2.522 -0.420 3.501 -0.034
C 1.253 1.542 2.562 -0.223
C 0.402 1.517 3.812 -0.047
H -0.928 3.409 1.455 0.079
H 0.392 4.569 1.343 0.075
H -0.011 3.872 2.892 0.075
H 2.442 4.409 -0.431 0.100
H 0.725 4.034 -0.620 0.014
H 1.892 3.217 -1.618 0.069
H 3.264 1.008 -1.809 0.075
H 4.679 1.082 -0.754 0.075
H 3.918 2.568 -1.290 0.074
H 4.879 -0.500 1.465 0.099
H 4.086 -0.810 -0.086 0.066
H 3.467 -1.558 1.370 0.047
H 1.866 -1.291 3.419 0.071
H 2.361 0.031 4.480 0.077
H 3.552 -0.771 3.467 0.077
H 0.893 2.034 4.642 0.094
H 0.211 0.490 4.123 0.071
H -0.565 1.992 3.651 0.070
C -2.595 -1.530 2.524 -0.143
S -1.313 -2.035 1.426 0.349
O -1.153 -3.452 1.609 -0.326
O -0.139 -1.191 1.807 -0.467
O -1.743 -1.625 0.068 -0.479
H -2.287 -1.819 3.528 0.072
H -3.511 -2.046 2.240 0.075
H -2.714 -0.450 2.455 0.052
C -0.722 -1.637 -4.733 -0.030
N 0.253 -0.952 -3.901 -0.168
C 1.077 0.093 -4.497 -0.024
C 0.280 -1.139 -2.586 -0.421
O 1.019 -0.511 -1.811 -0.190
H -1.517 -0.955 -5.037 0.096
H -1.161 -2.463 -4.175 0.090
H -0.237 -2.034 -5.624 0.091
H 1.188 -0.108 -5.560 0.090
H 2.057 0.099 -4.024 0.085
H 0.620 1.075 -4.357 0.076
H -0.409 -1.911 -2.223 0.105
C -6.450 5.057 0.769 -0.053
C -5.258 4.301 0.245 -0.273
C -4.204 4.955 -0.378 -0.024
C -3.117 4.267 -0.908 -0.330
C -2.030 5.067 -1.580 -0.103
C -3.072 2.867 -0.803 -0.527
Te -1.464 1.835 -1.761 0.865
C -4.123 2.186 -0.174 -0.315
C -4.203 0.686 -0.022 -0.089
C -5.190 2.920 0.344 -0.028
H -6.320 6.132 0.647 0.071
H -6.614 4.851 1.829 0.079
H -7.357 4.765 0.236 0.081
H -4.228 6.037 -0.466 0.111
H -2.276 6.129 -1.566 0.075
H -1.887 4.759 -2.617 0.058
H -1.074 4.932 -1.074 0.041
H -3.342 0.162 -0.423 -0.021
H -5.090 0.307 -0.536 0.090
H -4.310 0.423 1.033 0.070
H -6.003 2.380 0.824 0.122
C -1.069 -4.705 -1.349 -0.177
C 0.441 -4.580 -1.548 -0.445
As 1.418 -3.447 -0.237 1.227
C 1.651 -4.881 1.094 -0.441
C 2.144 -4.347 2.438 -0.175
C 3.119 -3.675 -1.250 -0.436
C 4.357 -4.068 -0.445 -0.176
H -1.509 -5.337 -2.124 0.066
H -1.566 -3.733 -1.372 0.037
H -1.301 -5.143 -0.377 0.056
H 0.663 -4.172 -2.538 0.046
H 0.906 -5.566 -1.497 0.063
H 2.316 -5.649 0.699 0.056
H 0.662 -5.324 1.223 0.053
H 3.137 -3.897 2.355 0.051
H 2.200 -5.141 3.186 0.068
H 1.458 -3.583 2.808 0.043
H 3.296 -2.717 -1.745 0.042
H 2.941 -4.409 -2.037 0.051
H 4.530 -3.395 0.396 0.043
H 5.249 -4.041 -1.074 0.067
H 4.270 -5.078 -0.043 0.058
```



(3)
Here is a structure of composition C14H30IIrO2P2Si in a non-equilibrium geometry from the Open Molecules 2025 dataset. Energies are from wB97M-V/def2-TZVPD.

Computed properties:
- Relative energy (zero: lowest compared OMol25 entry of this formula, charge and spin): 13.9 kJ/mol
- DFT total energy: -56476.225 eV
- Highest occupied orbital energy (spin up / spin down): -10.967 / -15.526 eV
- Total charge: +2
- LUMO energy (spin up / spin down): -6.41 / -10.33 eV
- 2S+1: 5

XYZ file:
```
51
Properties=species:S:1:pos:R:3:mulliken_spin:R:1
C 0.191 -4.937 -4.249 -0.011
C -0.384 -4.822 -2.953 0.720
H 0.052 -5.927 -4.724 0.063
H 1.264 -4.713 -4.136 0.004
H -0.269 -4.150 -4.868 0.004
O -0.932 -4.991 -1.931 0.221
I 0.663 -1.858 -2.842 0.814
Ir -0.155 -1.067 -0.508 0.970
P -1.987 0.124 -1.587 0.050
C -3.447 0.513 -0.518 0.009
C -1.334 1.770 -2.048 -0.002
H -2.158 2.419 -2.358 0.004
H -3.709 -0.044 -3.280 0.001
H -0.617 1.660 -2.871 -0.003
H -2.166 -0.704 -3.948 0.002
H -3.229 1.313 0.205 0.002
H -0.823 2.180 -1.167 0.012
C -2.812 -0.646 -3.061 0.024
H -4.270 0.830 -1.177 0.002
H -3.129 -1.669 -2.806 -0.003
H -3.751 -0.389 0.031 -0.004
P 2.101 -1.391 0.360 0.050
C 2.247 -1.600 2.193 0.009
C 3.099 -2.832 -0.250 0.023
H 3.196 0.250 -1.052 -0.003
H 3.960 0.157 0.567 0.004
H 2.374 0.993 0.359 0.012
C 3.009 0.162 0.026 -0.002
H 3.385 -2.756 -1.309 0.002
H 3.999 -2.895 0.385 0.001
H 3.262 -1.968 2.409 0.002
H 1.513 -2.343 2.537 -0.004
H 2.515 -3.757 -0.123 -0.003
H 2.077 -0.657 2.733 0.001
C -1.103 -2.244 0.568 0.112
O -1.700 -2.935 1.285 0.077
C -0.841 4.532 1.743 0.011
Si -0.069 3.009 2.492 -0.020
C 1.640 3.632 2.902 0.012
C -0.989 2.501 4.071 0.043
C 0.002 1.609 1.256 0.323
C -0.082 0.548 0.594 0.469
H -0.743 5.294 2.528 0.001
H -1.894 4.383 1.487 -0.001
H -0.286 4.880 0.863 0.000
H 1.458 4.494 3.557 0.001
H 2.245 2.881 3.419 -0.001
H 2.169 3.990 2.010 0.000
H -2.021 2.197 3.836 0.000
H -0.489 1.645 4.550 0.000
H -1.032 3.328 4.802 0.002
```



(4)
Here is a structure of composition C21H26FeN6O5 in a non-equilibrium geometry from the Open Molecules 2025 dataset. Energies are from wB97M-V/def2-TZVPD.

Computed properties:
- Relative energy (zero: lowest compared OMol25 entry of this formula, charge and spin): 319.0 kJ/mol
- DFT total energy: -75757.347 eV
- Highest occupied orbital energy (spin up / spin down): -10.145 / -10.086 eV
- Total charge: +1
- LUMO energy (spin up / spin down): -4.44 / -4.46 eV
- 2S+1: 2

XYZ file:
```
59
Properties=species:S:1:pos:R:3:mulliken_spin:R:1
Fe 0.237 0.507 -0.019 0.871
C -0.830 2.339 -3.612 -0.001
O -1.604 1.285 -4.215 0.004
C -2.195 0.298 -3.522 0.020
C -3.275 -0.285 -4.138 -0.015
C -3.981 -1.334 -3.534 0.022
C -3.619 -1.817 -2.289 -0.015
C -2.542 -1.269 -1.615 0.012
C -2.226 -1.738 -0.302 -0.005
N -1.439 -1.100 0.499 -0.002
N -1.331 -1.545 1.750 0.001
C -0.274 -1.029 2.343 -0.006
O 0.626 -0.334 1.746 0.031
C -0.132 -1.269 3.801 0.007
C -0.967 -2.161 4.474 0.001
C -0.851 -2.314 5.847 -0.001
C 0.099 -1.587 6.554 0.001
C 0.944 -0.710 5.885 0.000
C 0.829 -0.551 4.512 0.000
C -1.755 -0.221 -2.241 0.010
O -0.694 0.184 -1.698 0.090
H -0.592 3.017 -4.424 0.000
H 0.082 1.981 -3.161 0.000
H -1.424 2.870 -2.864 0.001
H -3.564 0.109 -5.105 0.000
H -4.844 -1.751 -4.039 0.001
H -4.187 -2.615 -1.825 0.000
H -2.717 -2.648 0.048 0.003
H -1.694 -2.727 3.905 0.000
H -1.504 -3.002 6.371 0.000
H 0.187 -1.706 7.628 0.000
H 1.697 -0.156 6.434 0.000
H 1.486 0.122 3.972 0.000
N -1.568 1.785 0.773 -0.040
C -1.294 3.214 0.661 0.007
C -1.597 3.998 1.945 -0.001
C -1.210 3.294 3.256 0.000
C 0.237 2.778 3.388 0.006
N 1.285 3.712 2.954 0.000
C 1.461 4.942 3.412 0.000
N 2.143 5.820 2.673 0.000
N 0.999 5.274 4.620 0.000
C 0.153 3.450 0.200 -0.006
O 0.536 4.607 0.051 0.005
O 0.884 2.404 0.044 -0.004
H -2.424 1.525 0.301 0.001
H -1.662 1.497 1.738 0.001
H -1.898 3.633 -0.142 0.002
H -2.668 4.201 1.999 0.000
H -1.102 4.962 1.857 0.000
H -1.862 2.433 3.426 0.000
H -1.432 3.990 4.067 0.000
H 0.370 1.885 2.778 -0.001
H 0.420 2.484 4.422 0.000
H 1.707 3.513 2.056 0.000
H 2.053 5.709 1.667 0.000
H 2.287 6.753 3.013 0.000
H 0.659 4.568 5.249 0.000
H 1.166 6.189 4.997 0.000
```



(5)
Here is a structure of composition C21H22Cl2N4O2 in a non-equilibrium geometry from the Open Molecules 2025 dataset. Energies are from wB97M-V/def2-TZVPD.

Computed properties:
- Relative energy (zero: lowest compared OMol25 entry of this formula, charge and spin): 2317.2 kJ/mol
- DFT total energy: -57211.903 eV
- Highest occupied orbital energy: -7.710 eV
- Total charge: 0
- LUMO energy: -0.05 eV

XYZ file:
```
51
Properties=species:S:1:pos:R:3:lowdin_charge:R:1
C -3.727 -2.999 -0.979 -0.156
H -2.929 -3.822 -1.259 0.136
H -3.190 -1.984 -1.473 0.155
H -4.647 -3.229 -1.628 0.120
C -4.031 -3.053 0.285 -0.464
N -4.989 -1.850 0.775 0.123
C -4.693 -0.574 0.808 -0.283
N -5.670 0.410 0.502 0.086
C -5.475 1.711 0.500 -0.148
C -4.115 2.192 0.569 -0.783
C -3.096 1.590 0.617 -0.263
C -3.390 0.122 0.524 0.081
H -2.431 -0.840 0.544 0.162
C -1.641 1.961 0.607 -0.228
C -1.151 2.985 1.055 -0.262
N 0.103 3.029 1.038 0.125
C 0.576 1.844 0.180 -0.049
C -0.625 1.189 -0.013 0.058
H -0.555 0.459 -0.751 0.098
C 1.909 1.952 -0.178 -0.631
O 2.719 2.746 -0.082 0.184
N 2.126 0.902 -0.872 0.148
H 1.511 0.303 -1.296 0.098
C 3.504 0.649 -1.402 -0.244
C 4.612 0.730 -0.732 -0.170
C 5.924 1.209 -0.670 -0.034
C 6.808 0.948 0.336 -0.199
C 6.584 0.615 1.484 -0.074
C 5.242 -0.209 1.791 -0.878
C 4.392 -0.168 0.759 -0.009
H 3.416 -0.501 0.790 0.054
Cl 4.956 -1.051 3.019 0.874
H 7.316 0.452 2.321 0.122
H 7.724 1.502 0.179 0.127
H 6.009 1.666 -1.566 0.071
H 3.848 1.627 -2.228 0.215
C 3.578 -0.722 -2.526 -0.300
O 2.494 -0.769 -3.013 0.002
H 2.607 -0.067 -3.936 0.279
H 4.408 -0.748 -2.745 -0.017
H 3.462 -1.632 -1.499 0.218
H 0.696 3.833 1.453 0.208
H -1.722 3.683 1.836 0.180
Cl -4.042 3.819 0.503 0.822
H -6.405 2.379 0.504 0.130
H -5.766 -1.996 0.588 -0.035
C -4.613 -4.258 1.026 -0.018
H -5.499 -4.500 0.505 0.067
H -4.003 -4.903 0.736 -0.010
H -5.032 -3.976 2.095 0.150
H -3.086 -2.654 0.919 0.162
```



Q: What is the formula in the fifth record?
A: C21H22Cl2N4O2